A molecular structure, C30H36N4O8RuS2, computed with ωB97M-V/def2-TZVPD.

The geometry in XYZ format:
```
81
C30H36N4O8RuS2 | the Open Molecules 2025 dataset | ωB97M-V/def2-TZVPD
Ru -0.75127 -0.11696 -0.51759
C -1.10995 3.04655 0.84029
O -0.77126 1.77458 1.36173
C 0.42244 1.82616 2.11260
C 0.70696 0.45341 2.67792
O 0.86807 -0.54214 1.70190
C 2.16313 -0.78040 1.19835
C 2.51738 0.03449 -0.02795
O 1.63183 -0.28127 -1.08479
C 2.09766 0.21766 -2.32918
H -1.23900 3.76725 1.65712
H -0.34112 3.41197 0.15693
H -2.04690 2.93292 0.29908
H 1.24511 2.18520 1.48127
H 0.31085 2.53775 2.94463
H 1.58802 0.51430 3.33253
H -0.15176 0.14504 3.27737
H 2.92595 -0.57739 1.96366
H 2.19579 -1.83754 0.92844
H 2.50508 1.11564 0.16025
H 3.53720 -0.24337 -0.32728
H 3.10908 -0.15912 -2.51307
H 1.42338 -0.15537 -3.09706
H 2.09329 1.30825 -2.35129
O -1.99671 -0.67506 0.46370
N -2.48178 -7.58795 2.53271
C -1.59032 -6.81640 1.76954
C -0.26207 -6.67537 2.15839
C 0.62111 -5.93638 1.38478
C 0.18720 -5.33981 0.21474
C -1.13580 -5.48009 -0.18314
C -2.01768 -6.21410 0.58521
S 1.30673 -4.39335 -0.78726
O 1.45429 -5.11020 -2.04102
O 2.49651 -4.21317 0.01394
N 0.57495 -3.00741 -0.94912
C -0.05656 -2.61793 -2.04679
S -0.09538 -3.42242 -3.61617
C -1.06280 -2.13061 -4.25696
C -1.29071 -1.20045 -3.31415
N -0.73572 -1.47060 -2.08164
H -2.23921 -7.63319 3.51040
H -3.44631 -7.31704 2.41744
H 0.07909 -7.13984 3.07712
H 1.65069 -5.80408 1.68854
H -1.47944 -4.99739 -1.08987
H -3.05233 -6.31271 0.27690
H -1.41012 -2.13298 -5.27626
H -1.85886 -0.28795 -3.42440
C -6.78649 4.84792 -6.49116
C -5.28451 4.91911 -6.40363
C -4.55068 5.34240 -7.50550
C -3.16692 5.39679 -7.44549
C -2.50570 5.02514 -6.29021
C -3.22639 4.61519 -5.16721
N -2.59446 4.18760 -3.99244
C -1.32138 4.53089 -3.58119
C -0.77041 5.78328 -3.89328
C 0.48687 6.14021 -3.45026
C 1.23690 5.26689 -2.67100
C 0.68971 4.04122 -2.33828
C -0.57446 3.64583 -2.76973
C -1.10227 2.29577 -2.33113
O -2.27311 1.96904 -2.58390
O -0.27570 1.58596 -1.67022
C -4.62958 4.56649 -5.21905
C -5.41461 4.11585 -4.01701
H -7.12130 5.05624 -7.50696
H -7.26181 5.57302 -5.82584
H -7.15780 3.86186 -6.20566
H -5.06809 5.61779 -8.41708
H -2.59708 5.70808 -8.31251
H -1.42478 5.02648 -6.25694
H -2.86482 3.27513 -3.60824
H -1.35414 6.48055 -4.47913
H 0.88095 7.11626 -3.70806
H 2.22329 5.54224 -2.32163
H 1.23905 3.34691 -1.71656
H -4.83870 4.25199 -3.10382
H -5.67345 3.05500 -4.08130
H -6.34699 4.67281 -3.92224
```

Total charge ... -1
⟨S²⟩ ... 0.76
Frontier orbital gap (spin up / spin down) ... 6.48 / 6.44 eV
2S+1 ... 2
Energy above the lowest of the compared OMol25 structures with the same formula, charge and spin ... 0.00 kcal/mol
E_LUMO (spin up / spin down) ... 2.54 / 2.54 eV


A molecular structure, C30H37BBrIN9OPRhSe, computed with ωB97M-V/def2-TZVPD.

The geometry in XYZ format:
```
83
C30H37BBrIN9OPRhSe | the Open Molecules 2025 dataset | ωB97M-V/def2-TZVPD
Rh 0.07775 0.13123 0.64664
C 3.00667 1.11435 -1.25757
C 2.58879 -0.31389 -1.11551
C 3.25213 -1.38561 -1.70332
C 2.54952 -2.51619 -1.34130
N 1.51989 -2.14158 -0.57828
N 1.52871 -0.79323 -0.42849
B 0.40009 -2.92632 0.13384
N -0.95127 -2.36319 -0.38747
C -1.93631 -3.04279 -0.98326
C -3.01996 -2.20172 -1.11929
C -2.62741 -0.98727 -0.55847
C -3.49242 0.20777 -0.37229
N -1.35637 -1.09904 -0.12954
N 0.51872 -2.56271 1.63704
C 0.85104 -3.34208 2.67213
C 0.79038 -2.59535 3.82523
C 0.42117 -1.31552 3.42181
C 0.22586 -0.14868 4.32288
N 0.27151 -1.30216 2.08424
N 0.43502 -4.40314 -0.08701
C -0.30601 -5.35478 0.55569
C -0.29665 -6.48326 -0.20941
C 0.46336 -6.14184 -1.35646
C 0.78807 -7.00082 -2.53242
N 0.87849 -4.89217 -1.28481
H 3.33911 1.27673 -2.28298
H 3.86433 1.32360 -0.61806
H 2.21247 1.82134 -1.02704
H 4.13732 -1.33250 -2.31339
H 2.68256 -3.55665 -1.58008
H -1.80009 -4.07569 -1.26073
H -3.98071 -2.43397 -1.54500
H -4.35890 0.13280 -1.02774
H -2.96906 1.13360 -0.58899
H -3.85817 0.25088 0.65456
H 1.10982 -4.37578 2.52099
H 0.97936 -2.92653 4.83132
H -0.18169 -0.49049 5.27287
H -0.47162 0.57633 3.91313
H 1.17150 0.34983 4.53623
H -0.79082 -5.15975 1.49846
H -0.75560 -7.43032 0.01728
H 0.97360 -8.02736 -2.22123
H 1.66973 -6.62552 -3.04735
H -0.04078 -7.01538 -3.24147
C -2.27074 1.90077 -2.76312
P -0.59936 1.34155 -2.43668
C -0.48174 -0.29075 -3.16532
C 0.43530 2.45577 -3.38650
O -0.23545 1.43497 -0.94954
H -2.38890 2.01593 -3.84165
H -2.43994 2.86730 -2.28417
H -3.00782 1.18095 -2.41433
H -0.78003 -0.21016 -4.21272
H -1.15832 -0.98449 -2.66365
H 0.53539 -0.67670 -3.12170
H 0.01878 2.55934 -4.38902
H 1.45386 2.08657 -3.46808
H 0.44761 3.43327 -2.90259
Se 2.14562 1.20819 1.65624
C 2.32498 2.65077 2.86505
C 1.34884 3.33205 3.58737
C 1.75487 4.37463 4.40364
N 3.02149 4.76766 4.53055
C 3.94876 4.11156 3.84625
C 3.65915 3.04131 3.00811
H 0.30574 3.07826 3.53857
H 1.02273 4.92373 4.98385
H 4.97244 4.44325 3.97125
H 4.45626 2.52841 2.48632
Br 0.74466 4.23041 0.50751
C -1.07140 4.30575 0.00606
C -1.44626 5.29113 -0.89704
C -2.77968 5.44247 -1.25180
C -3.74747 4.61695 -0.70146
C -3.37817 3.62250 0.19238
C -2.04125 3.45747 0.53036
I -1.60611 1.99005 1.95442
H -0.69415 5.95688 -1.29806
H -3.06006 6.22472 -1.94415
H -4.79048 4.74815 -0.95468
H -4.13227 2.98419 0.63295
```

Total charge ... +2
⟨S²⟩ ... 0.76
Frontier orbital gap (spin up / spin down) ... 7.20 / 5.64 eV
2S+1 ... 2
Energy above the lowest of the compared OMol25 structures with the same formula, charge and spin ... 0.00 kcal/mol
E_LUMO (spin up / spin down) ... -6.52 / -8.08 eV


A molecular structure, C30H37Br2Cl2CoN5O3, computed with ωB97M-V/def2-TZVPD.

The geometry in XYZ format:
```
80
C30H37Br2Cl2CoN5O3 | the Open Molecules 2025 dataset | ωB97M-V/def2-TZVPD
Co 0.87828 -1.92714 0.79631
C -1.23309 -3.89124 -1.14924
C -1.24088 -4.30762 0.28664
C -1.98961 -5.43229 0.67710
C -2.02245 -5.82514 1.98511
C -1.32196 -5.06717 2.94018
C -1.30665 -5.34460 4.34693
Br -2.22752 -6.82823 5.01244
C -0.61899 -4.54480 5.23870
C 0.07038 -3.42804 4.79832
Br 1.01338 -2.36734 5.98978
C 0.09516 -3.07007 3.40403
O 0.65752 -2.05371 2.96431
C -0.60475 -3.96237 2.47423
N -0.54009 -3.60814 1.17247
H -2.18475 -4.14135 -1.61521
H -0.44824 -4.42327 -1.69172
H -1.04390 -2.82635 -1.25252
H -2.53956 -5.97859 -0.07637
H -2.59182 -6.69181 2.29016
H -0.62046 -4.79119 6.29102
C -1.02548 4.22444 -4.15042
C -1.69201 4.11358 -2.77101
C -3.16001 3.72697 -3.01218
C -1.65763 5.50270 -2.12667
C -0.95449 3.02929 -1.90524
O -0.89229 1.80867 -2.65827
C 0.48985 3.41227 -1.54364
C 0.75413 4.42614 -0.42911
C 0.71321 3.89775 0.98265
C 1.51561 2.82860 1.38011
C 1.51873 2.38915 2.69436
C 0.71120 3.03098 3.62142
Cl 0.67025 2.45710 5.26264
C -0.08481 4.09927 3.25851
C -0.07813 4.52190 1.93816
C -1.79411 2.66367 -0.68410
N -1.27651 1.53324 0.08178
C -0.51426 0.51103 -0.27743
N -0.37055 -0.31083 0.75341
C -1.10231 0.27438 1.74179
N -1.65339 1.39994 1.37483
H -1.47647 5.05718 -4.69063
H -1.19275 3.33753 -4.76648
H 0.04588 4.42278 -4.09566
H -3.56369 4.33812 -3.82048
H -3.78298 3.91024 -2.13609
H -3.25701 2.68053 -3.30240
H -2.30827 6.16877 -2.69528
H -0.65680 5.93659 -2.14208
H -2.02243 5.49797 -1.09785
H -0.45806 1.99275 -3.49783
H 0.96304 3.78412 -2.45412
H 1.01388 2.48223 -1.30513
H 0.07343 5.27455 -0.49988
H 1.75399 4.83157 -0.60777
H 2.16920 2.33270 0.66901
H 2.14139 1.55711 2.99593
H -0.70520 4.58948 3.99540
H -0.69391 5.36790 1.65428
H -2.79551 2.39182 -1.00023
H -1.86053 3.49262 0.01909
H -0.09927 0.38290 -1.26172
H -1.18625 -0.12122 2.73946
C 3.76206 -3.64206 -3.14937
N 2.77989 -3.43812 -2.09775
C 2.73632 -4.44934 -1.05750
C 1.94305 -2.40889 -2.14039
O 1.08793 -2.11473 -1.29957
H 4.75650 -3.72418 -2.71135
H 3.75384 -2.79620 -3.83258
H 3.54430 -4.55506 -3.70508
H 3.71199 -4.53165 -0.57849
H 2.47569 -5.41709 -1.49092
H 2.00008 -4.17809 -0.30689
H 2.04880 -1.79841 -3.04292
Cl 3.47409 -0.37563 -0.02873
C 2.88240 -1.63228 1.15714
H 3.07919 -1.20327 2.13778
H 3.56517 -2.47308 1.03285
```

Total charge ... +1
⟨S²⟩ ... 6.05
Frontier orbital gap (spin up / spin down) ... 6.91 / 5.38 eV
2S+1 ... 5
Energy above the lowest of the compared OMol25 structures with the same formula, charge and spin ... 0.00 kcal/mol
E_LUMO (spin up / spin down) ... -3.30 / -5.24 eV